(1)
This record from OMol25 describes 2 unconnected molecules or ions with the total composition C21H28F3O3. The level of theory is the ωB97M-V functional and the def2-TZVPD basis.

Computed properties:
HOMO level: -3.237 eV
molecular weight: 385.45 g/mol
frontier orbital gap: 3.61 eV
strongest force on any atom: 3.7 eV/A

```
! RIJCOSX wB97M-V def2-TZVPD def2/J DEFGRID3
* xyz -1 1
C -2.91 -4.86 -4.21
H -3.27 -4.51 -5.19
H 0.83 -2.31 0.02
H -1.60 -1.78 -3.35
H -3.98 -2.06 -2.53
C -4.07 -2.94 -3.17
H -2.61 -8.24 0.08
C -2.89 -0.12 2.69
C -2.23 -4.08 -1.89
H -4.17 -8.45 0.93
H -5.32 -6.59 1.98
C -1.73 -2.69 -3.95
H -3.56 0.08 1.85
C -1.39 -4.88 0.72
H -4.42 -2.63 -4.16
H 2.78 0.06 1.89
H -4.65 -4.93 1.93
H 1.85 -1.21 2.72
C 2.09 -0.15 2.72
O -1.77 1.98 2.54
F 2.39 -3.03 1.82
H -5.27 -5.69 0.44
C -0.39 0.05 2.44
C -0.66 -3.87 0.01
H -2.56 -5.89 3.02
H -0.76 -3.17 -4.10
F 0.47 -3.24 2.91
C -1.10 -3.55 -1.32
C -2.54 -5.45 0.23
H -0.45 -2.85 -1.87
H -3.43 0.17 3.60
C -3.57 -7.77 0.31
C -3.36 -6.46 1.07
H -3.29 -7.50 2.97
H -1.96 -5.38 -4.36
C -2.72 -3.65 -3.29
H -1.69 -7.25 2.24
C -3.03 -5.04 -1.10
H -4.11 -7.57 -0.62
H -1.00 -5.18 1.69
O 1.00 1.96 2.62
C 0.43 -3.17 0.54
O -4.12 -5.48 -1.53
H -3.64 -5.54 -3.77
C -2.68 -6.79 2.40
C -4.74 -5.88 1.38
C -1.65 0.75 2.55
H -2.66 -1.19 2.74
F 1.33 -4.96 1.82
H -0.41 -1.03 2.34
C 0.87 0.74 2.59
H -4.80 -3.63 -2.73
H -2.12 -2.38 -4.93
C 1.13 -3.60 1.72
H 2.62 0.09 3.65
*
```

---

(2)
This record from OMol25 describes a molecular structure, C8H10MgO5. The level of theory is the ωB97M-V functional and the def2-TZVPD basis.

Computed properties:
HOMO level: -16.272 eV
molecular weight: 210.47 g/mol
frontier orbital gap: 7.54 eV
strongest force on any atom: 5.7 eV/A

```
! RIJCOSX wB97M-V def2-TZVPD def2/J DEFGRID3
* xyz 2 1
H 2.17 -4.04 -1.10
H -2.51 3.05 2.40
Mg -0.05 -0.20 0.18
C -1.50 3.44 2.25
O -0.84 -2.75 2.49
H 0.22 3.12 0.96
C 0.67 0.83 -1.85
C -0.82 2.79 1.08
H -1.37 2.90 0.14
C 1.78 -2.91 -2.85
H 1.11 -2.70 -3.68
H -1.55 4.53 2.11
O -2.90 -1.14 -1.58
H 0.52 -4.32 -1.89
O 3.34 -0.36 1.09
C -1.96 -0.82 -0.99
H 2.76 -2.42 -2.88
O 1.03 1.37 -2.81
C 1.47 -3.78 -1.89
H -1.56 1.10 1.82
C -0.59 -1.92 1.74
C 2.23 -0.38 0.77
H -0.91 3.28 3.15
O -0.74 1.34 1.34
*
```

---

(3)
This record from OMol25 describes C2HFN2O in the gas phase. The level of theory is the ωB97M-V functional and the def2-TZVPD basis.

Computed properties:
relative energy (zero: lowest compared OMol25 entry of this formula, charge and spin): 14.8 kcal per mole
HOMO level: -10.878 eV
molecular weight: 88.04 g/mol
frontier orbital gap: 11.66 eV
strongest force on any atom: 4.4 eV/A
SMILES: Fc1ncno1

```
! RIJCOSX wB97M-V def2-TZVPD def2/J DEFGRID3
* xyz 0 1
O -0.03 -1.03 -0.08
H -2.35 1.02 0.22
N -1.34 -0.73 0.08
N -0.17 1.12 -0.05
C 0.66 0.11 -0.09
C -1.34 0.57 0.00
F 1.91 0.05 0.09
*
```

---

(4)
This record from OMol25 describes CBrClNOP in the gas phase. The level of theory is the ωB97M-V functional and the def2-TZVPD basis.

Computed properties:
relative energy (zero: lowest compared OMol25 entry of this formula, charge and spin): 0.0 kcal per mole
HOMO level: -11.198 eV
molecular weight: 188.35 g/mol
frontier orbital gap: 9.22 eV
strongest force on any atom: 3.3 eV/A
SMILES: N#C[P@@](=O)(Cl)Br

```
! RIJCOSX wB97M-V def2-TZVPD def2/J DEFGRID3
* xyz 0 1
O -1.55 0.63 -1.00
P -0.57 0.22 -0.03
Cl -1.33 -0.31 1.73
C 0.73 -0.98 -0.59
Br 1.07 2.06 0.64
N 1.65 -1.63 -0.75
*
```

---

(5)
This record from OMol25 describes a molecular structure, C27H24N3O2RuSe2. The level of theory is the ωB97M-V functional and the def2-TZVPD basis.

Computed properties:
relative energy (zero: lowest compared OMol25 entry of this formula, charge and spin): 5.8 kcal per mole
HOMO level (alpha / beta): -7.335 / -7.932 eV
molecular weight: 681.50 g/mol
frontier orbital gap (alpha / beta): 6.71 / 6.49 eV
strongest force on any atom: 1.5 eV/A

```
! RIJCOSX wB97M-V def2-TZVPD def2/J DEFGRID3
* xyz 0 2
C 2.41 3.97 -0.04
C 2.90 3.88 -1.35
C -4.85 0.38 -0.96
N 5.19 4.92 -1.95
C -1.78 0.72 5.06
C 0.01 -5.36 0.50
H -5.00 0.29 -2.03
H -5.21 1.35 -0.62
H -1.29 2.51 0.52
H -2.36 -2.17 -0.01
H -1.46 -4.01 1.26
H 0.84 3.44 1.30
N 1.04 -0.18 -0.58
C -1.44 -2.03 -0.59
H 2.52 3.18 -3.34
H 0.35 2.15 -2.75
C 4.17 4.46 -1.69
H 1.52 -6.52 -0.48
H 4.30 0.30 -0.02
H -2.18 2.54 2.24
Se 0.07 -1.55 2.03
H 0.15 -0.64 -2.38
H -2.74 2.61 4.66
H -0.13 -6.07 1.31
C 1.21 3.38 0.28
H 4.41 -0.21 -2.45
C -1.86 1.75 2.91
C 0.94 -5.61 -0.50
C 0.46 2.69 -0.68
C -3.39 0.26 -0.64
C -0.74 -4.19 0.48
N -1.15 0.76 2.39
O -2.51 0.22 -1.54
Se 2.10 0.55 1.91
C -0.79 -0.27 3.15
H -2.03 0.71 6.11
C 2.18 0.11 0.08
C -2.18 1.78 4.26
C 2.28 -0.48 -2.60
C 0.94 2.65 -1.99
C 1.08 -4.71 -1.54
H -1.71 -1.78 -1.61
C 3.40 0.09 -0.58
H -5.41 -0.39 -0.43
C 2.15 3.23 -2.32
C 3.46 -0.20 -1.93
H -0.78 -1.20 5.08
H -1.50 2.09 -1.18
H 2.26 -0.71 -3.66
H 1.77 -4.91 -2.35
H 0.41 -2.88 -2.41
Ru -0.91 -0.05 0.23
C -0.83 2.03 -0.33
C 1.10 -0.46 -1.89
C -0.59 -3.25 -0.55
C -1.09 -0.34 4.50
O -3.02 0.20 0.58
C 0.32 -3.55 -1.57
H 2.99 4.49 0.71
*
```

---

(6)
This record from OMol25 describes a molecular structure, C27H67N5O11Sr2. The level of theory is the ωB97M-V functional and the def2-TZVPD basis.

Computed properties:
HOMO level: -11.961 eV
molecular weight: 813.10 g/mol
frontier orbital gap: 4.91 eV
strongest force on any atom: 7.2 eV/A

```
! RIJCOSX wB97M-V def2-TZVPD def2/J DEFGRID3
* xyz 2 1
H -25.56 19.71 14.30
C -29.32 13.34 13.20
H -28.93 22.10 16.02
H -21.69 13.68 16.89
H -25.25 13.02 20.47
H -24.00 12.16 16.78
C -25.56 15.24 13.49
H -23.65 14.45 17.68
H -25.36 14.15 17.06
C -30.23 19.33 12.36
H -22.14 16.15 16.53
C -29.11 21.78 15.00
C -20.51 17.40 18.22
H -19.77 17.96 17.65
H -29.92 21.05 15.08
H -29.41 19.82 12.89
H -28.79 12.39 13.08
H -26.60 16.60 18.54
H -19.71 14.54 14.63
H -28.18 19.57 15.78
O -27.44 17.30 10.86
H -25.38 17.96 12.35
H -29.53 13.94 15.85
H -25.37 19.68 12.08
H -18.31 11.90 14.99
H -31.80 17.37 12.05
C -26.16 16.88 17.59
H -27.34 17.33 8.72
C -27.37 20.13 15.31
O -24.91 14.41 19.10
O -26.06 15.20 12.36
C -21.35 14.38 16.12
O -28.55 14.20 14.01
H -30.28 13.06 13.64
C -19.87 18.87 20.03
C -19.18 12.05 14.34
H -25.93 12.67 18.87
H -25.57 10.17 15.14
C -20.04 13.90 15.45
C -29.48 14.03 11.82
H -21.46 17.92 18.10
H -26.22 17.97 17.62
C -28.54 14.00 15.40
C -20.77 15.90 17.95
H -26.83 20.60 16.12
O -26.17 15.83 14.37
C -22.10 8.48 17.65
H -28.08 14.89 15.82
H -19.19 19.37 19.34
H -27.94 15.91 9.42
H -19.48 19.01 21.04
H -18.71 12.51 13.46
H -30.17 15.82 10.06
H -27.56 19.83 13.04
C -30.74 15.91 10.99
H -19.82 15.38 18.00
H -21.31 9.04 18.15
O -29.90 18.04 11.97
H -28.51 14.26 11.38
H -21.69 8.03 16.75
O -27.96 21.14 14.46
N -30.24 15.20 12.07
H -19.55 11.13 13.90
H -25.86 18.38 10.04
C -24.71 14.72 17.73
H -20.80 19.43 20.05
O -20.34 12.67 14.84
Sr -28.23 16.50 13.20
H -19.22 13.78 16.15
H -29.51 22.59 14.39
H -24.63 17.43 15.84
H -31.71 15.45 10.78
H -31.07 14.79 12.48
H -21.40 15.49 18.75
H -25.74 10.49 16.86
H -26.88 16.59 16.82
H -29.85 13.32 11.07
O -20.15 17.52 19.63
H -28.90 17.48 9.39
H -31.27 18.04 10.54
H -26.06 11.79 15.76
H -31.03 19.38 13.09
C -24.71 16.27 17.53
C -25.06 13.06 19.40
H -22.41 7.71 18.36
C -26.51 19.20 14.44
C -25.41 10.92 15.91
C -22.85 10.30 16.30
O -24.50 14.69 13.65
Sr -24.17 13.97 11.22
H -27.95 13.12 15.68
H -21.94 10.87 16.51
H -30.40 19.94 11.47
H -24.08 16.76 18.27
H -24.24 12.87 14.71
H -26.14 18.33 14.97
C -27.94 16.99 9.56
C -26.02 18.81 12.11
N -24.23 16.58 16.19
H -22.61 9.70 15.42
O -23.19 9.42 17.41
N -27.08 18.94 13.11
C -23.96 11.38 16.03
H -27.13 19.47 10.51
H -24.15 12.49 19.17
H -22.10 14.42 15.33
N -21.21 15.75 16.55
H -22.79 12.62 14.81
N -23.63 12.07 14.78
C -26.65 18.53 10.78
C -30.94 17.43 11.38
H -24.68 15.91 15.58
*
```

---

(7)
This record from OMol25 describes C5H10O2 in the gas phase. The level of theory is the ωB97M-V functional and the def2-TZVPD basis.

Computed properties:
relative energy (zero: lowest compared OMol25 entry of this formula, charge and spin): 100.9 kcal per mole
HOMO level: -8.634 eV
molecular weight: 102.13 g/mol
frontier orbital gap: 9.47 eV
strongest force on any atom: 0.4 eV/A

```
! RIJCOSX wB97M-V def2-TZVPD def2/J DEFGRID3
* xyz 0 1
H -3.25 0.02 0.26
H -2.33 1.40 -0.39
H 2.10 1.64 -0.63
H 2.28 0.43 -1.93
H 0.15 -1.40 1.80
C -2.42 0.31 -0.38
C 2.27 0.59 -0.85
H 1.36 -1.32 -0.29
C -1.13 -0.28 0.14
H 1.31 0.00 0.92
C 1.21 -0.24 -0.16
C -0.05 -0.39 2.26
O -0.07 0.15 -0.64
H -2.61 -0.04 -1.40
O -0.91 0.21 1.49
H -1.17 -1.39 0.21
H 3.25 0.30 -0.43
*
```

---

(8)
This record from OMol25 describes a molecular structure, C46H42AsN7P2SSe2W. The level of theory is the ωB97M-V functional and the def2-TZVPD basis.

Computed properties:
relative energy (zero: lowest compared OMol25 entry of this formula, charge and spin): 0.0 kcal per mole
HOMO level (alpha / beta): -11.863 / -11.863 eV
molecular weight: 1203.59 g/mol
frontier orbital gap (alpha / beta): 4.76 / 4.75 eV
strongest force on any atom: 2.9 eV/A

```
! RIJCOSX wB97M-V def2-TZVPD def2/J DEFGRID3
* xyz 2 1
H 3.14 -3.83 -3.75
N -2.90 1.78 0.67
H 4.45 4.42 2.44
H 6.74 3.80 1.77
N -0.29 1.07 0.26
C 1.37 0.49 1.61
H -4.21 2.64 2.86
H -2.29 -3.82 -2.66
C -3.29 1.04 1.81
H -5.29 -0.81 -5.19
C 4.01 -1.11 -1.16
H -0.17 -1.92 -0.10
H 1.95 -0.26 8.08
H 1.48 1.75 4.35
C 2.75 -1.14 -1.75
H 5.63 -0.33 1.75
C 3.83 3.54 -1.15
C -2.99 -0.34 1.78
C -2.50 -3.35 -3.62
C 6.33 1.70 1.70
H -4.67 5.09 -3.30
C -3.55 2.56 -1.38
H -4.28 -1.17 4.79
C 4.08 1.07 2.24
C 4.63 -3.06 -2.42
C 3.18 4.43 -1.99
H 2.74 2.67 2.73
C -2.27 -2.14 0.33
H -1.75 -5.88 -0.48
C 3.74 2.41 2.44
C 3.37 2.25 -1.01
H -2.74 -4.12 -4.36
H -1.62 -2.78 -3.96
H 7.33 1.44 1.42
H 4.27 -0.35 -0.44
C 2.26 1.83 -1.74
C 1.65 0.86 6.28
C -3.13 -4.38 0.13
C -1.89 -4.83 -0.28
C 2.78 -1.32 4.99
C -2.03 2.99 -3.10
C 3.38 -3.08 -3.02
C 1.64 2.70 -2.62
H -1.12 2.72 -3.60
C 5.99 3.03 1.89
H -4.30 -2.68 0.75
As -4.04 -2.16 -3.47
W -2.06 0.62 -0.76
H -5.83 -3.93 -3.75
C 2.06 -0.25 7.01
H -4.80 -2.38 -5.87
H -3.95 -5.07 0.25
H 5.37 -3.80 -2.68
N -3.82 1.67 -0.33
C 0.94 0.44 0.27
C 2.43 -2.12 -2.69
H 1.58 4.69 -3.40
H 0.15 -4.28 -0.72
H -3.61 -1.05 -5.73
C 1.81 0.89 4.91
Se 3.20 -2.13 1.72
Se -0.37 -0.20 -2.51
C 2.38 -0.20 4.26
C -4.00 -0.56 3.95
C 4.94 -2.08 -1.49
H -6.43 -2.56 -2.78
C 2.61 -1.34 6.36
H -2.58 4.49 -4.51
H 3.21 -2.17 4.48
C -4.48 -1.53 -5.27
H 3.53 5.45 -2.08
N -2.39 -0.77 0.60
H 1.46 -2.11 -3.16
C -4.40 3.54 -1.83
C 2.08 4.01 -2.73
H -5.38 -3.78 -2.03
C -3.97 1.59 2.88
C -3.34 -3.04 0.43
S -3.91 -0.47 -2.14
N 0.40 1.10 2.30
C -4.34 0.79 3.95
C 5.37 0.72 1.88
H 2.93 -2.21 6.93
C -3.33 -1.13 2.88
C -2.85 3.98 -3.60
H 3.87 1.58 -0.33
N -0.55 1.43 1.51
C -0.83 -3.94 -0.40
H -4.87 1.22 4.78
H 1.22 1.70 6.80
H 5.91 -2.05 -1.03
H -3.05 -2.17 2.91
P 2.79 -0.20 2.49
P 1.54 0.18 -1.41
H 4.71 3.85 -0.60
N -2.33 2.29 -1.98
H 0.83 2.34 -3.24
C 4.70 3.38 2.27
C -4.04 4.29 -2.94
C -1.02 -2.61 -0.09
C -5.58 -3.23 -2.94
H -5.32 3.73 -1.29
*
```

---

(9)
This record from OMol25 describes 2 unconnected molecules or ions with the total composition BrH2NOS. The level of theory is the ωB97M-V functional and the def2-TZVPD basis.

Computed properties:
relative energy (zero: lowest compared OMol25 entry of this formula, charge and spin): 71.7 kcal per mole
HOMO level: -8.709 eV
molecular weight: 143.99 g/mol
frontier orbital gap: 6.30 eV
strongest force on any atom: 3.7 eV/A

```
! RIJCOSX wB97M-V def2-TZVPD def2/J DEFGRID3
* xyz 0 1
H 1.83 0.74 -0.50
S -1.21 -0.38 -0.38
N 1.43 0.19 0.25
H 1.96 -0.66 0.11
O -1.71 -1.38 0.46
Br -2.30 1.50 0.06
*
```

---

(10)
This record from OMol25 describes a molecular structure, C45H44ClN3O6SbSn. The level of theory is the ωB97M-V functional and the def2-TZVPD basis.

Computed properties:
relative energy (zero: lowest compared OMol25 entry of this formula, charge and spin): 0.0 kcal per mole
HOMO level: -16.219 eV
molecular weight: 998.79 g/mol
frontier orbital gap: 8.21 eV
strongest force on any atom: 0.5 eV/A

```
! RIJCOSX wB97M-V def2-TZVPD def2/J DEFGRID3
* xyz 3 1
C 1.09 1.59 -3.65
C 0.40 2.28 -4.64
H -5.91 7.14 -0.54
C -3.37 6.18 -0.63
H -2.14 3.60 2.24
H 2.84 -4.55 3.08
H 6.75 -5.29 -1.55
C 4.90 0.55 0.79
C -2.89 1.61 2.01
N -2.48 0.27 2.49
C -1.98 2.63 2.71
C -4.51 5.70 -1.28
C -1.21 -4.88 -3.02
H 4.07 -0.83 1.84
C 0.25 3.66 -4.55
C -1.86 -6.45 -1.31
O 4.93 -0.39 1.73
H 6.47 -4.03 0.56
H 1.90 4.22 -1.64
H -2.57 0.19 3.49
H 2.19 -4.91 5.41
C 0.80 -4.34 2.39
C 3.45 1.73 -0.95
H -0.12 2.12 1.68
C -0.55 -4.34 2.74
H -0.20 -4.93 6.05
H -3.94 1.77 2.24
C -3.43 3.56 -1.65
H 4.22 -3.57 1.43
C -1.13 3.27 -0.72
H -0.52 -1.02 3.84
H 1.28 0.53 -3.75
C 2.16 -1.39 0.47
H -1.32 -4.51 -4.03
H -0.20 6.08 -0.43
C 3.23 -4.58 -0.21
O 5.84 1.26 0.56
C -1.05 5.98 0.25
H -2.46 -7.29 -0.98
H -2.78 1.63 0.93
C -0.91 -4.55 4.06
C 1.43 -4.75 4.66
C 5.60 -4.37 0.01
H -1.95 -4.57 4.34
C 5.76 -5.08 -1.17
O -1.08 -0.24 0.79
H -0.73 5.38 1.10
H 0.71 5.43 -3.43
Sn -0.64 -0.02 -1.31
H -4.36 2.13 -2.93
C 1.80 -4.53 3.35
C -2.25 5.39 -0.46
H 1.03 1.23 3.85
H 0.01 1.74 -5.49
O -1.01 2.02 -0.92
C 3.64 0.70 -0.02
H -3.37 7.19 -0.25
H -5.48 7.33 -2.23
H -0.84 -6.28 0.57
Sb 1.31 -4.11 0.40
H -1.29 6.97 0.62
C -0.17 -4.80 -0.87
C -0.03 1.11 3.62
H -3.59 1.41 -1.53
C -1.99 -5.95 -2.59
H -0.26 3.77 -0.30
C 1.48 3.68 -2.48
H -1.33 -4.19 1.99
H -2.31 2.74 3.74
H -0.56 1.19 4.57
H -2.70 -6.41 -3.27
C -0.48 2.28 2.71
H 4.78 -6.11 -2.78
C -4.51 4.40 -1.78
N 2.24 1.56 -1.52
C -1.31 -0.17 2.03
C -0.29 -4.31 -2.16
C -3.49 2.20 -2.28
C -0.23 -0.33 3.05
H -6.58 6.03 -1.75
Cl 4.46 2.98 -1.41
H 0.67 -0.72 2.58
H -5.39 4.04 -2.31
C 1.60 2.30 -2.57
H -2.60 2.00 -2.88
C 4.65 -5.55 -1.87
C -5.70 6.59 -1.45
C 2.48 -0.08 -0.15
O 2.63 -1.76 1.52
O 1.37 -2.16 -0.26
C 0.80 4.36 -3.48
C 3.38 -5.29 -1.40
C -2.28 4.05 -0.95
H -0.26 4.20 -5.34
H 0.33 -3.49 -2.51
C 4.33 -4.11 0.51
H 0.05 3.17 3.06
H 2.51 -5.67 -1.94
N 1.64 0.45 -1.05
C 0.08 -4.75 5.02
C -0.94 -5.88 -0.43
*
```